{
  "formula": "C34H63Cl42IInO",
  "method": "ωB97M-V with the def2-TZVPD basis set",
  "species": ["C", "C", "C", "In", "C", "C", "C", "I", "O", "C", "C", "C", "C", "C", "C", "C", "H", "H", "H", "H", "H", "H", "H", "H", "H", "H", "H", "H", "H", "H", "H", "H", "H", "H", "H", "H", "H", "C", "Cl", "Cl", "H", "H", "C", "Cl", "Cl", "H", "H", "C", "Cl", "Cl", "H", "H", "C", "Cl", "Cl", "H", "H", "C", "Cl", "Cl", "H", "H", "C", "Cl", "Cl", "H", "H", "C", "Cl", "Cl", "H", "H", "C", "Cl", "Cl", "H", "H", "C", "Cl", "Cl", "H", "H", "C", "Cl", "Cl", "H", "H", "C", "Cl", "Cl", "H", "H", "C", "Cl", "Cl", "H", "H", "C", "Cl", "Cl", "H", "H", "C", "Cl", "Cl", "H", "H", "C", "Cl", "Cl", "H", "H", "C", "Cl", "Cl", "H", "H", "C", "Cl", "Cl", "H", "H", "C", "Cl", "Cl", "H", "H", "C", "Cl", "Cl", "H", "H", "C", "Cl", "Cl", "H", "H", "C", "Cl", "Cl", "H", "H"],
  "coordinates": [[-0.447, 2.657, 1.331], [-0.595, 4.083, 0.562], [0.697, 4.412, -0.358], [1.691, 2.619, -1.308], [3.003, 1.401, 0.070], [2.246, 0.303, 0.969], [1.303, -0.698, 0.146], [1.058, -2.521, 1.388], [-1.878, 4.246, -0.099], [-2.196, 3.144, -0.972], [-3.278, 2.097, -0.330], [-4.116, 2.472, 0.942], [-5.099, 1.387, 1.521], [-5.260, -0.039, 0.892], [-4.390, -0.315, -0.393], [-3.410, 0.704, -1.011], [-0.437, 1.771, 0.608], [0.526, 2.737, 1.938], [-1.288, 2.549, 2.119], [-0.578, 4.869, 1.416], [1.479, 4.889, 0.353], [0.392, 5.228, -1.101], [2.790, 3.268, -2.615], [0.512, 1.547, -2.200], [3.698, 2.074, 0.707], [3.725, 0.807, -0.616], [1.734, 0.833, 1.840], [3.074, -0.356, 1.447], [1.687, -0.964, -0.898], [0.229, -0.299, 0.012], [-2.660, 3.569, -1.943], [-1.304, 2.512, -1.303], [-4.019, 3.497, 1.448], [-5.702, 1.621, 2.469], [-5.943, -0.844, 1.317], [-4.456, -1.355, -0.885], [-2.804, 0.424, -1.931], [-5.684, 2.552, -3.674], [-4.936, 2.457, -2.073], [-7.363, 1.991, -3.632], [-5.664, 3.588, -4.012], [-5.120, 1.928, -4.366], [-9.231, 0.529, -0.756], [-10.874, 0.200, -1.324], [-9.215, 0.910, 0.971], [-8.613, -0.350, -0.930], [-8.828, 1.378, -1.309], [-2.006, -1.279, 3.801], [-2.098, -0.402, 5.336], [-2.142, -0.179, 2.427], [-1.048, -1.796, 3.746], [-2.819, -2.002, 3.757], [-0.789, -4.446, -2.024], [-0.433, -4.481, -3.755], [-1.934, -3.158, -1.630], [-1.218, -5.402, -1.732], [0.137, -4.275, -1.477], [7.047, 1.497, 1.491], [6.470, 3.158, 1.288], [5.876, 0.336, 0.860], [7.986, 1.381, 0.955], [7.201, 1.302, 2.551], [2.585, -6.366, -0.961], [2.837, -4.695, -1.478], [0.871, -6.797, -1.014], [3.140, -7.027, -1.625], [2.948, -6.481, 0.060], [5.146, 2.242, 5.072], [5.653, 0.566, 4.817], [4.037, 2.774, 3.804], [4.640, 2.316, 6.037], [6.026, 2.882, 5.066], [-2.359, -2.073, -5.840], [-2.457, -1.214, -4.300], [-2.491, -0.956, -7.206], [-1.401, -2.588, -5.897], [-3.171, -2.796, -5.895], [-2.280, 4.835, -5.005], [-1.859, 3.123, -4.896], [-3.901, 5.054, -5.685], [-2.253, 5.272, -4.007], [-1.553, 5.334, -5.645], [2.589, -4.579, -6.761], [0.957, -4.906, -7.359], [2.582, -4.261, -5.024], [3.218, -5.447, -6.956], [2.989, -3.708, -7.280], [4.166, 3.473, 9.368], [3.140, 4.748, 8.701], [4.792, 2.423, 8.091], [5.003, 3.931, 9.893], [3.579, 2.873, 10.063], [-1.589, 1.751, 8.136], [-2.501, 2.567, 9.412], [-0.048, 2.561, 7.833], [-1.395, 0.724, 8.441], [-2.178, 1.758, 7.220], [-11.853, -0.322, 3.085], [-13.492, -0.655, 2.516], [-11.840, 0.061, 4.812], [-11.233, -1.201, 2.913], [-11.452, 0.525, 2.531], [2.682, -10.435, -0.356], [3.437, -9.167, -1.336], [0.948, -10.157, -0.165], [2.832, -11.396, -0.847], [3.149, -10.446, 0.628], [5.283, -7.967, -5.905], [5.165, -7.100, -4.368], [5.168, -6.856, -7.276], [6.240, -8.484, -5.947], [4.470, -8.690, -5.966], [-13.352, 3.435, 1.802], [-14.386, 4.711, 1.147], [-12.753, 2.376, 0.521], [-12.503, 3.893, 2.308], [-13.928, 2.842, 2.511], [9.932, 3.891, 0.718], [11.080, 3.106, -0.372], [9.683, 2.932, 2.183], [10.321, 4.869, 0.998], [8.977, 4.006, 0.205], [1.535, -7.947, 2.687], [2.034, -6.254, 2.730], [2.842, -9.015, 3.220], [0.679, -8.081, 3.346], [1.259, -8.208, 1.667], [5.504, -2.847, -3.215], [5.410, -1.937, -1.703], [5.384, -1.776, -4.617], [6.457, -3.373, -3.253], [4.685, -3.565, -3.248], [7.990, 5.706, 3.919], [6.303, 5.278, 4.225], [8.114, 7.034, 2.757], [8.454, 6.012, 4.856], [8.507, 4.836, 3.517], [1.680, 4.566, -6.382], [2.055, 4.455, -8.107], [0.554, 5.892, -6.057], [1.228, 3.631, -6.056], [2.602, 4.743, -5.830]],
  "charge": -1,
  "orbital_gap_ev": 6.247
}


{
  "formula": "C34H64NO13P",
  "method": "ωB97M-V with the def2-TZVPD basis set",
  "species": ["C", "P", "C", "C", "C", "N", "C", "C", "C", "C", "C", "C", "C", "O", "C", "C", "O", "C", "O", "H", "H", "H", "H", "H", "H", "H", "H", "H", "H", "H", "H", "H", "H", "H", "H", "H", "H", "H", "H", "H", "H", "H", "H", "O", "C", "O", "C", "C", "C", "H", "H", "H", "H", "H", "H", "H", "H", "O", "C", "O", "C", "C", "C", "H", "H", "H", "H", "H", "H", "H", "H", "O", "C", "O", "C", "C", "C", "H", "H", "H", "H", "H", "H", "H", "H", "O", "C", "O", "C", "C", "C", "H", "H", "H", "H", "H", "H", "H", "H", "O", "C", "O", "C", "C", "C", "H", "H", "H", "H", "H", "H", "H", "H"],
  "coordinates": [[-0.324, -1.271, -0.594], [-0.095, 0.525, -0.850], [-0.656, 1.062, 0.909], [0.476, 1.370, 1.895], [1.275, 2.616, 1.534], [2.384, 2.898, 2.455], [3.673, 3.037, 1.813], [4.253, 1.801, 1.136], [3.937, 0.501, 1.542], [4.458, -0.630, 0.912], [5.330, -0.474, -0.167], [5.688, 0.812, -0.575], [5.158, 1.931, 0.072], [5.521, 3.203, -0.303], [0.480, 0.278, -2.710], [1.817, 0.928, -2.992], [1.706, 2.340, -2.700], [2.624, 2.864, -1.896], [2.554, 3.970, -1.458], [0.576, -1.751, -0.978], [-0.424, -1.534, 0.454], [-1.162, -1.629, -1.189], [-1.134, 1.353, -1.373], [1.219, 0.987, -0.575], [-1.286, 0.277, 1.337], [-1.292, 1.948, 0.824], [0.035, 1.565, 2.880], [1.108, 0.488, 2.029], [1.685, 2.576, 0.528], [0.581, 3.462, 1.555], [2.399, 2.231, 3.215], [4.408, 3.424, 2.523], [3.577, 3.805, 1.043], [3.265, 0.368, 2.379], [4.176, -1.615, 1.258], [5.739, -1.337, -0.673], [6.377, 0.944, -1.403], [5.875, 3.185, -1.197], [-0.264, 0.759, -3.353], [0.517, -0.767, -3.030], [2.607, 0.484, -2.379], [2.090, 0.837, -4.044], [3.440, 2.178, -1.621], [-2.533, -4.159, -1.018], [-3.010, -4.059, -2.118], [-2.780, -2.906, -2.792], [-3.198, -2.713, -4.147], [-4.647, -2.285, -4.245], [-3.888, -5.123, -2.720], [-2.992, -3.605, -4.740], [-2.548, -1.924, -4.522], [-5.320, -3.048, -3.852], [-4.915, -2.094, -5.284], [-4.807, -1.372, -3.671], [-4.889, -5.017, -2.302], [-3.498, -6.095, -2.442], [-3.962, -5.098, -3.802], [2.904, 9.788, 1.257], [3.443, 8.996, 0.528], [3.100, 7.704, 0.630], [3.563, 6.669, -0.256], [4.927, 6.158, 0.154], [4.531, 9.411, -0.434], [3.535, 7.006, -1.294], [2.826, 5.879, -0.165], [5.688, 6.937, 0.097], [5.224, 5.333, -0.493], [4.900, 5.796, 1.182], [5.462, 9.503, 0.125], [4.270, 10.386, -0.836], [4.683, 8.724, -1.262], [-6.802, -6.524, -1.975], [-6.715, -6.068, -0.869], [-7.138, -4.804, -0.661], [-7.163, -4.196, 0.634], [-5.815, -3.623, 1.021], [-6.085, -6.844, 0.264], [-7.545, -4.896, 1.378], [-7.897, -3.397, 0.545], [-5.050, -4.396, 1.091], [-5.882, -3.118, 1.985], [-5.485, -2.902, 0.273], [-5.002, -6.762, 0.172], [-6.368, -7.888, 0.148], [-6.388, -6.526, 1.258], [3.792, 5.132, 6.145], [3.143, 6.009, 5.641], [3.626, 6.627, 4.552], [2.880, 7.606, 3.806], [2.988, 8.991, 4.405], [1.829, 6.463, 6.238], [1.845, 7.286, 3.680], [3.327, 7.606, 2.821], [2.568, 9.037, 5.412], [2.462, 9.705, 3.775], [4.034, 9.290, 4.474], [2.046, 7.131, 7.071], [1.316, 5.585, 6.622], [1.168, 6.972, 5.542], [-3.921, -8.123, -3.633], [-3.838, -9.034, -2.858], [-3.747, -8.734, -1.546], [-3.829, -9.702, -0.499], [-2.522, -10.426, -0.247], [-3.759, -10.474, -3.305], [-4.654, -10.394, -0.680], [-4.094, -9.114, 0.378], [-2.210, -11.011, -1.112], [-2.623, -11.099, 0.604], [-1.732, -9.706, -0.032], [-2.736, -10.677, -3.621], [-4.417, -10.594, -4.162], [-4.046, -11.198, -2.547]],
  "orbital_gap_ev": 8.374,
  "smiles": "C[PH2](CCCNCc1ccccc1O)CCOC=O.CCOC(C)=O.CCOC(C)=O.CCOC(C)=O.CCOC(C)=O.CCOC(C)=O"
}


{
  "formula": "C34H65B2BrN5O12",
  "method": "ωB97M-V with the def2-TZVPD basis set",
  "species": ["C", "C", "C", "Br", "N", "C", "N", "B", "O", "N", "C", "C", "N", "B", "O", "O", "C", "C", "C", "C", "C", "N", "C", "C", "C", "C", "C", "C", "C", "O", "H", "H", "H", "H", "H", "H", "H", "H", "H", "H", "H", "H", "H", "H", "H", "H", "H", "H", "H", "H", "H", "H", "H", "H", "H", "H", "H", "H", "H", "H", "H", "H", "H", "H", "H", "H", "H", "H", "H", "H", "H", "O", "C", "O", "C", "C", "C", "H", "H", "H", "H", "H", "H", "O", "C", "O", "C", "C", "C", "H", "H", "H", "H", "H", "H", "O", "C", "O", "C", "C", "C", "H", "H", "H", "H", "H", "H", "O", "C", "O", "C", "C", "C", "H", "H", "H", "H", "H", "H"],
  "coordinates": [[3.059, 4.375, 1.109], [3.092, 4.234, -0.415], [1.711, 4.494, -1.040], [1.567, 6.316, -1.794], [1.196, 3.450, -1.890], [1.565, 3.003, -3.088], [2.578, 3.139, -3.919], [3.801, 4.001, -3.663], [3.744, 5.284, -4.112], [5.014, 3.585, -3.066], [6.180, 4.091, -3.829], [5.093, 2.155, -2.722], [0.533, 2.147, -3.617], [1.044, 0.800, -3.248], [0.684, -0.294, -4.046], [1.880, 0.597, -2.208], [2.691, -0.587, -2.251], [-0.737, 2.695, -3.046], [-0.881, 4.074, -3.826], [-0.468, 4.068, -5.307], [-0.991, 2.958, -6.219], [-2.351, 3.194, -6.720], [-2.109, 2.020, -3.267], [-2.143, 0.522, -3.618], [-3.147, 2.234, -2.132], [-3.466, 3.685, -1.772], [-0.240, 3.129, -1.642], [-0.571, 2.437, -0.323], [-0.582, 0.924, -0.236], [0.638, 0.433, 0.324], [2.490, 5.238, 1.440], [4.087, 4.438, 1.454], [2.682, 3.445, 1.527], [3.838, 4.867, -0.876], [3.345, 3.202, -0.651], [1.044, 4.563, -0.194], [2.539, 2.697, -4.824], [2.907, 5.450, -4.571], [6.554, 5.011, -3.385], [7.008, 3.390, -3.842], [5.948, 4.338, -4.861], [5.151, 2.057, -1.639], [4.273, 1.548, -3.095], [6.011, 1.705, -3.089], [1.197, -0.205, -4.866], [3.323, -0.557, -1.367], [3.355, -0.571, -3.112], [2.111, -1.499, -2.194], [-0.276, 4.849, -3.354], [-1.895, 4.453, -3.761], [-0.797, 5.016, -5.732], [0.618, 4.083, -5.404], [-0.339, 2.890, -7.089], [-0.910, 1.990, -5.721], [-2.352, 2.957, -7.702], [-3.032, 2.615, -6.246], [-2.598, 2.494, -4.110], [-1.956, 0.375, -4.675], [-1.482, -0.124, -3.048], [-3.149, 0.157, -3.453], [-4.061, 1.820, -2.547], [-2.919, 1.633, -1.254], [-4.379, 3.679, -1.176], [-3.706, 4.288, -2.641], [-2.724, 4.178, -1.150], [-0.651, 4.130, -1.496], [0.108, 2.788, 0.456], [-1.545, 2.795, -0.013], [-1.372, 0.640, 0.467], [-0.811, 0.389, -1.161], [0.485, -0.523, 0.394], [1.426, -3.098, 1.227], [1.803, -2.652, 2.275], [1.048, -1.825, 3.036], [1.817, -1.370, 4.170], [2.908, -2.408, 4.356], [3.155, -2.867, 2.922], [2.214, -0.378, 3.939], [1.167, -1.294, 5.039], [3.792, -2.018, 4.855], [2.530, -3.236, 4.951], [3.891, -2.242, 2.410], [3.446, -3.912, 2.868], [-4.124, 0.759, -6.112], [-5.156, 0.406, -5.613], [-5.370, 0.397, -4.278], [-6.661, -0.180, -3.987], [-7.463, -0.020, -5.269], [-6.376, -0.123, -6.336], [-6.517, -1.226, -3.713], [-7.106, 0.346, -3.146], [-8.259, -0.754, -5.371], [-7.915, 0.972, -5.302], [-6.187, -1.157, -6.630], [-6.596, 0.481, -7.211], [2.511, -3.520, 6.934], [1.543, -3.923, 7.521], [1.432, -3.886, 8.858], [0.210, -4.540, 9.278], [-0.694, -4.494, 8.057], [0.314, -4.570, 6.914], [0.449, -5.555, 9.582], [-0.210, -4.010, 10.129], [-1.438, -5.283, 8.049], [-1.219, -3.537, 8.020], [0.556, -5.600, 6.649], [-0.015, -4.023, 6.033], [-1.800, -6.685, 10.022], [-1.336, -7.758, 9.763], [-0.127, -7.911, 9.168], [0.112, -9.304, 8.886], [-0.791, -10.063, 9.846], [-1.977, -9.111, 9.987], [-0.140, -9.493, 7.841], [1.166, -9.524, 9.038], [-1.057, -11.056, 9.490], [-0.295, -10.175, 10.811], [-2.729, -9.274, 9.214], [-2.434, -9.161, 10.971]],
  "charge": 1,
  "orbital_gap_ev": 8.766,
  "relative_energy_ev": 0.000
}